Entry from OMol25: a 4-piece molecular cluster, C35H38B2N6O12 overall (wB97M-V/def2-TZVPD).

Computed properties:
Frontier orbital gap = 7.90 eV
HOMO level = -0.3210 Eh
E_LUMO = -0.8352 eV
Multiplicity = 1
SMILES = CCOB(O)c1c(N=C(C)C)c(B(N)O)cc2c1C(=O)C(OCC)=C(N)C2=O.O=[N+]([O-])c1ccccc1.O=[N+]([O-])c1ccccc1.O=[N+]([O-])c1ccccc1

Cartesian coordinates (Å):
C  -7.529  -0.838  3.403
C  -6.710  -0.022  2.317
O  -5.287  -0.255  2.437
B  -4.626  0.062  1.212
O  -4.357  1.405  0.946
C  -4.209  -1.164  0.263
C  -5.134  -1.613  -0.796
N  -6.415  -0.952  -1.002
C  -6.261  0.163  -1.648
C  -5.045  0.442  -2.591
C  -7.294  1.309  -1.458
C  -4.815  -2.729  -1.715
B  -5.767  -3.252  -2.895
N  -6.903  -2.496  -3.493
O  -5.519  -4.521  -3.479
C  -3.503  -3.411  -1.573
C  -2.613  -2.945  -0.541
C  -2.934  -1.836  0.386
C  -1.840  -1.432  1.432
O  -2.088  -1.099  2.563
C  -0.377  -1.544  0.893
O  0.627  -0.636  1.198
C  1.032  -0.698  2.588
C  1.920  -1.986  2.833
C  -0.082  -2.570  0.042
N  1.244  -2.777  -0.517
C  -1.197  -3.588  -0.372
O  -0.987  -4.762  -0.540
H  -6.886  -1.541  3.986
H  -8.023  -0.155  4.142
H  -8.355  -1.435  2.926
H  -7.062  -0.373  1.309
H  -6.983  1.062  2.463
H  -4.444  1.861  1.808
H  -4.140  0.791  -2.018
H  -5.346  1.271  -3.280
H  -4.754  -0.452  -3.190
H  -6.783  2.254  -1.124
H  -8.014  0.991  -0.658
H  -7.784  1.496  -2.445
H  -6.571  -1.567  -3.772
H  -7.682  -2.413  -2.841
H  -5.270  -5.159  -2.790
H  -3.227  -4.252  -2.252
H  1.713  0.185  2.745
H  0.200  -0.578  3.321
H  1.967  -2.651  1.937
H  2.969  -1.650  3.038
H  1.477  -2.539  3.698
H  1.400  -1.941  -1.097
H  1.119  -3.539  -1.194
O  4.138  4.515  -0.527
N  3.545  3.508  -0.179
O  4.044  2.604  0.465
C  2.136  3.376  -0.566
C  1.541  4.369  -1.333
C  0.215  4.227  -1.715
C  -0.505  3.103  -1.327
C  0.096  2.119  -0.551
C  1.424  2.253  -0.167
H  2.091  5.248  -1.641
H  -0.258  4.992  -2.319
H  -1.540  2.992  -1.632
H  -0.468  1.246  -0.249
H  1.883  1.479  0.434
O  3.514  6.290  -3.196
N  4.170  6.301  -4.222
O  3.712  6.516  -5.330
C  5.608  6.034  -4.118
C  6.163  5.748  -2.877
C  7.520  5.474  -2.788
C  8.310  5.491  -3.931
C  7.748  5.788  -5.167
C  6.391  6.061  -5.264
H  5.558  5.731  -1.980
H  7.962  5.243  -1.827
H  9.369  5.270  -3.859
H  8.368  5.803  -6.055
H  5.961  6.288  -6.231
O  4.847  -2.775  2.138
N  4.662  -3.921  2.507
O  4.009  -4.746  1.896
C  5.264  -4.333  3.780
C  5.985  -3.410  4.524
C  6.533  -3.796  5.739
C  6.361  -5.097  6.198
C  5.646  -6.016  5.440
C  5.093  -5.636  4.226
H  6.124  -2.394  4.176
H  7.092  -3.082  6.332
H  6.786  -5.394  7.150
H  5.517  -7.030  5.799
H  4.535  -6.358  3.644

=====

Entry from OMol25: a 2-piece molecular cluster, C23H30BrN2O7 overall (wB97M-V/def2-TZVPD).

Computed properties:
Frontier orbital gap = 6.43 eV
HOMO level = -0.4085 Eh
Charge = +1
E_LUMO = -4.6870 eV
Multiplicity = 1

Cartesian coordinates (Å):
O  -1.159  -2.346  3.640
C  -0.991  -3.538  3.505
O  -0.312  -4.237  4.494
C  -1.457  -4.378  2.278
C  -2.548  -3.675  1.393
C  -2.013  -2.438  0.590
C  -0.592  -2.065  0.664
C  -0.078  -0.901  -0.091
C  1.414  -0.436  -0.009
O  1.565  0.695  0.382
O  2.434  -1.286  -0.327
C  3.703  -0.824  0.188
C  3.865  -1.015  1.751
C  4.966  -0.044  2.331
Br  5.307  -0.410  4.261
C  -1.017  -0.164  -0.944
C  -2.393  -0.600  -0.953
N  -2.862  -1.675  -0.203
O  -4.171  -2.026  -0.219
C  -5.030  -0.968  0.229
O  -6.121  -0.918  -0.251
C  -4.644  0.113  1.254
C  -3.722  -0.167  2.358
C  -3.290  0.836  3.336
C  -3.807  2.199  3.208
C  -4.747  2.506  2.113
C  -5.173  1.493  1.135
H  -0.552  -3.771  5.324
H  -1.939  -5.310  2.699
H  -0.614  -4.750  1.633
H  -3.406  -3.350  2.036
H  -2.957  -4.468  0.699
H  0.150  -2.599  1.295
H  4.498  -1.461  -0.291
H  3.952  0.235  -0.078
H  2.897  -0.923  2.313
H  4.244  -2.063  1.930
H  4.676  1.038  2.258
H  5.956  -0.205  1.820
H  -0.758  0.725  -1.568
H  -3.163  -0.064  -1.564
H  -3.310  -1.196  2.485
H  -2.557  0.531  4.125
H  -3.471  2.960  3.949
H  -5.131  3.553  2.018
H  -5.865  1.805  0.314
C  3.396  3.913  -3.709
C  2.257  3.570  -4.664
C  1.158  2.697  -4.028
O  1.509  1.327  -3.862
C  2.327  1.060  -2.737
N  2.815  2.945  -5.868
H  4.097  3.086  -3.578
H  3.976  4.750  -4.102
H  3.017  4.202  -2.725
H  1.788  4.515  -4.958
H  0.297  2.697  -4.704
H  0.807  3.122  -3.078
H  2.082  1.705  -1.888
H  3.381  1.164  -3.003
H  2.167  0.021  -2.444
H  2.068  2.816  -6.547
H  3.084  1.993  -5.621

=====

Entry from OMol25: C31H54ClMoNO2P2S2Si2 as an isolated structure (wB97M-V/def2-TZVPD).

Computed properties:
Energy relative to the best compared isomer or geometry (same formula, charge and spin) = 0.0 kcal/mol
Frontier orbital gap (alpha / beta) = 6.58 / 6.14 eV
HOMO level (alpha / beta) = -0.2760 / -0.2767 Eh
E_LUMO (alpha / beta) = -0.9331 / -1.3915 eV
Multiplicity = 3

Cartesian coordinates (Å):
Mo  0.084  0.475  0.051
C  2.052  0.018  -1.000
C  1.280  -1.166  -1.196
C  0.105  -0.747  -1.909
Si  1.936  -2.919  -0.958
C  0.186  0.639  -2.179
C  1.418  1.141  -1.617
Si  2.109  2.887  -1.602
H  2.986  0.066  -0.444
H  -0.703  -1.402  -2.208
H  -0.572  1.232  -2.675
Cl  -2.698  0.207  2.611
C  3.961  2.873  -1.490
C  1.574  3.808  -3.133
C  3.791  -2.923  -0.832
C  1.452  -4.048  -2.376
H  2.229  3.480  -3.955
H  1.710  4.891  -2.996
H  0.534  3.616  -3.424
H  4.317  2.299  -0.627
H  4.337  3.901  -1.412
H  4.377  2.422  -2.400
H  2.083  -3.794  -3.243
H  0.402  -3.964  -2.684
H  1.652  -5.099  -2.113
H  4.239  -2.653  -1.796
H  4.146  -3.926  -0.564
H  4.147  -2.214  -0.077
C  1.378  3.679  -0.048
C  1.193  -3.550  0.658
P  -0.256  2.964  0.338
H  1.336  4.775  -0.153
H  2.058  3.463  0.797
P  -0.498  -2.913  0.955
H  1.844  -3.188  1.476
H  1.221  -4.654  0.677
C  -0.964  -3.638  2.610
C  -1.553  -3.838  -0.306
C  -1.413  3.639  -0.986
C  -0.777  3.795  1.897
C  -0.537  2.839  3.061
H  -1.866  3.959  1.795
C  -0.069  5.132  2.168
H  1.006  4.983  2.343
H  -0.491  5.583  3.075
H  -0.190  5.857  1.354
H  -1.031  1.863  2.888
H  -0.991  3.253  3.977
H  0.535  2.676  3.247
H  -0.978  3.258  -1.925
C  -1.411  5.169  -1.015
C  -2.842  3.091  -0.861
H  -0.424  5.616  -1.193
H  -1.822  5.580  -0.084
H  -2.064  5.488  -1.837
H  -2.936  2.062  -1.223
H  -3.509  3.714  -1.472
H  -3.210  3.113  0.175
H  -1.096  -3.579  -1.276
C  -3.003  -3.329  -0.298
C  -1.481  -5.349  -0.101
H  -0.474  -5.764  -0.233
H  -2.130  -5.820  -0.849
H  -1.850  -5.628  0.893
H  -3.102  -2.345  -0.767
H  -3.402  -3.250  0.722
H  -3.631  -4.032  -0.861
C  -0.862  -2.530  3.656
C  -0.118  -4.839  3.036
H  -2.026  -3.927  2.512
H  0.934  -4.553  3.163
H  -0.168  -5.676  2.330
H  -0.485  -5.196  4.007
H  0.181  -2.239  3.841
H  -1.303  -2.855  4.612
H  -1.431  -1.642  3.327
C  -1.869  -0.076  -0.207
H  -2.434  -0.212  -1.149
H  -1.883  -1.001  0.394
H  -2.340  0.700  0.405
O  4.311  2.323  4.782
S  3.858  0.950  4.765
O  4.725  -0.092  5.254
N  3.240  0.547  3.261
C  1.953  0.298  3.298
S  1.308  -0.445  1.853
C  1.280  0.484  4.573
C  -0.060  0.376  4.952
C  -0.400  0.535  6.296
C  0.596  0.836  7.244
C  1.932  0.997  6.854
C  2.249  0.839  5.524
H  -0.838  0.220  4.194
H  -1.442  0.424  6.579
H  0.314  0.935  8.293
H  2.741  1.200  7.564

=====

Entry from OMol25: C9H8AuN2O4 as an isolated structure (wB97M-V/def2-TZVPD).

Computed properties:
Energy relative to the best compared isomer or geometry (same formula, charge and spin) = 5.5 kcal/mol
Frontier orbital gap (alpha / beta) = 7.83 / 4.33 eV
HOMO level (alpha / beta) = -0.7020 / -0.7252 Eh
Charge = +3
E_LUMO (alpha / beta) = -11.2667 / -15.4069 eV
Multiplicity = 3

Cartesian coordinates (Å):
Au  1.049  0.390  0.861
C  1.644  2.172  1.534
O  1.993  3.189  1.923
C  2.498  -0.328  1.926
O  3.357  -0.734  2.558
C  2.248  0.598  -0.657
O  2.963  0.717  -1.538
C  -0.154  0.254  2.389
O  -0.848  0.173  3.289
C  -0.852  -3.919  -1.049
H  -1.894  -3.855  -0.677
H  -0.748  -3.692  -2.129
C  0.100  -4.505  -0.364
H  1.062  -4.808  -0.826
H  -0.085  -4.971  0.626
N  -1.460  2.430  -1.803
C  -2.241  2.547  -0.634
C  -1.568  1.936  0.357
N  -0.417  1.448  -0.207
C  -0.338  1.745  -1.471
H  -1.705  2.806  -2.715
H  -3.163  3.039  -0.605
H  -1.863  1.845  1.374
H  0.424  1.523  -2.162

=====

Entry from OMol25: the molecule C20H20ClN5O4S2 (wB97M-V/def2-TZVPD).

Computed properties:
Frontier orbital gap = 9.04 eV
HOMO level = -0.3198 Eh
E_LUMO = 0.3386 eV
Multiplicity = 1
SMILES = C=CCn1c(COc2ccc(Cl)cc2)nnc1SCC(=O)Nc1ccc(S(N)(=O)=O)cc1

Cartesian coordinates (Å):
C  -4.157  -1.614  3.835
C  -3.326  -0.662  4.212
C  -2.245  -0.052  3.362
N  -2.185  -0.603  2.037
C  -1.572  -1.757  1.626
C  -0.747  -2.607  2.530
O  0.441  -1.935  2.904
C  1.399  -1.717  1.948
C  2.468  -0.911  2.341
C  3.494  -0.628  1.465
C  3.464  -1.157  0.183
Cl  4.741  -0.809  -0.936
C  2.413  -1.965  -0.213
C  1.376  -2.241  0.661
N  -1.748  -1.926  0.348
N  -2.491  -0.907  -0.113
C  -2.753  -0.116  0.901
S  -3.666  1.357  0.856
C  -3.940  1.504  -0.943
C  -2.697  2.072  -1.626
O  -2.602  3.249  -1.884
N  -1.764  1.118  -1.870
C  -0.466  1.279  -2.351
C  0.034  2.505  -2.794
C  1.343  2.590  -3.231
C  2.138  1.463  -3.236
S  3.839  1.599  -3.731
N  4.502  2.257  -2.329
O  3.982  2.589  -4.757
O  4.382  0.288  -3.949
C  1.651  0.240  -2.820
C  0.349  0.144  -2.372
H  -4.908  -1.999  4.500
H  -4.132  -2.051  2.849
H  -3.376  -0.241  5.206
H  -1.271  -0.202  3.841
H  -2.421  1.025  3.271
H  -0.538  -3.564  2.043
H  -1.279  -2.789  3.469
H  2.475  -0.518  3.345
H  4.316  -0.002  1.773
H  2.399  -2.389  -1.204
H  0.558  -2.851  0.316
H  -4.763  2.210  -1.045
H  -4.216  0.519  -1.315
H  -1.987  0.172  -1.546
H  -0.602  3.374  -2.785
H  1.757  3.522  -3.580
H  4.934  1.550  -1.753
H  5.143  3.003  -2.541
H  2.304  -0.616  -2.866
H  -0.047  -0.801  -2.031

=====

Entry from OMol25: C40H34Cl2N8O4S2Tb as an isolated structure (wB97M-V/def2-TZVPD).

Computed properties:
Frontier orbital gap (alpha / beta) = 7.98 / 7.98 eV
HOMO level (alpha / beta) = -0.3632 / -0.3632 Eh
Charge = +1
E_LUMO (alpha / beta) = -1.9067 / -1.8991 eV
Multiplicity = 7

Cartesian coordinates (Å):
Tb  0.427  0.285  0.618
C  -2.959  0.315  1.168
N  -1.891  -0.526  1.752
C  -1.748  -0.375  3.205
C  -1.055  0.922  3.491
N  -0.177  1.434  2.668
C  0.273  2.608  3.260
C  1.229  3.521  2.821
C  1.482  4.607  3.633
C  0.808  4.781  4.851
C  -0.133  3.876  5.301
C  -0.385  2.783  4.482
N  -1.232  1.690  4.591
C  -2.430  1.019  -0.042
N  -1.351  1.769  0.034
C  -1.147  2.268  -1.247
C  -0.182  3.160  -1.711
C  -0.260  3.538  -3.037
C  -1.249  3.020  -3.886
C  -2.203  2.124  -3.441
C  -2.142  1.770  -2.099
N  -2.943  0.981  -1.289
H  -3.241  1.080  1.893
H  -3.843  -0.271  0.925
H  -2.082  -1.495  1.540
H  -1.124  -1.195  3.566
H  -2.702  -0.426  3.739
H  1.758  3.358  1.890
H  2.222  5.337  3.334
H  1.040  5.648  5.456
H  -0.637  4.013  6.250
H  -1.833  1.485  5.371
H  0.574  3.550  -1.041
H  0.455  4.249  -3.431
H  -1.268  3.341  -4.921
H  -2.965  1.730  -4.103
H  -3.750  0.448  -1.585
O  3.195  0.599  4.229
C  4.381  0.640  3.578
C  5.528  0.767  4.359
C  6.773  0.809  3.767
C  6.904  0.733  2.383
C  5.774  0.627  1.601
C  4.500  0.583  2.174
C  3.308  0.493  1.305
O  2.157  0.149  1.834
N  3.463  0.773  0.046
N  2.301  0.717  -0.747
C  2.622  0.594  -1.997
S  4.303  0.606  -2.469
C  3.956  0.295  -4.233
C  2.611  0.900  -4.563
S  1.448  0.376  -3.264
H  2.515  0.397  3.566
H  5.410  0.825  5.434
H  7.656  0.898  4.390
H  7.884  0.754  1.924
H  5.846  0.579  0.522
H  3.962  -0.780  -4.406
H  4.754  0.759  -4.811
H  2.220  0.546  -5.517
H  2.647  1.989  -4.568
Cl  -3.940  -3.136  0.215
C  -4.337  -2.322  -1.277
C  -5.494  -1.555  -1.250
C  -5.857  -0.774  -2.331
C  -5.039  -0.763  -3.452
C  -3.905  -1.546  -3.484
Cl  -2.901  -1.483  -4.902
C  -3.509  -2.392  -2.421
N  -2.349  -3.106  -2.573
C  -1.857  -4.227  -1.849
C  -2.636  -5.364  -1.675
C  -2.170  -6.419  -0.909
C  -0.915  -6.339  -0.321
C  -0.116  -5.230  -0.546
C  -0.559  -4.177  -1.339
C  0.347  -3.006  -1.652
C  0.138  -1.817  -0.732
O  0.400  -1.906  0.503
O  -0.259  -0.720  -1.228
H  -6.109  -1.572  -0.358
H  -6.766  -0.189  -2.306
H  -5.287  -0.155  -4.313
H  -1.830  -2.857  -3.399
H  -3.622  -5.401  -2.123
H  -2.783  -7.300  -0.777
H  -0.549  -7.156  0.289
H  0.875  -5.176  -0.109
H  0.189  -2.642  -2.662
H  1.386  -3.323  -1.556

=====

Computed values of maximum force (unit: eV Å⁻¹) for the preceding records, in sequence: 2.9, 3.6, 2.3, 9.8, 1.1, 2.1.